Computed, not measured: a molecular structure, C33H35F5N4P2SZr, with ωB97M-V/def2-TZVPD.

Each line ends with the Mulliken charge.
Positions of all 81 atoms, in Å:
Zr1 -1.048 -1.612 -1.758  1.23
C1 -0.736 1.522 -0.980  -0.61
C2 -1.188 0.635 -1.984  -1.24
C3 -0.793 0.818 -3.436  -0.74
C4 0.547 0.268 -3.958  2.36
C5 1.860 0.931 -3.593  -1.41
C6 2.096 2.084 -2.964  -0.49
C7 1.100 2.981 -2.275  -1.08
C8 0.423 2.418 -0.983  -0.77
C9 0.927 -1.347 -1.050  -0.95
H1 -1.461 1.725 -0.199  0.82
H2 -2.277 0.439 -1.877  0.70
H3 -0.824 1.897 -3.632  0.40
H4 -1.616 0.361 -4.029  0.20
H5 0.607 -0.845 -3.831  0.56
H6 0.463 0.429 -5.060  -0.71
H7 2.731 0.369 -3.950  0.66
H8 3.150 2.428 -2.843  0.36
H9 0.337 3.416 -2.934  0.42
H10 1.727 3.805 -1.889  0.44
H11 1.220 2.042 -0.337  0.37
H12 0.049 3.302 -0.441  0.54
H13 1.346 -0.373 -1.343  0.14
H14 1.538 -2.066 -1.607  0.49
H15 1.184 -1.485 0.000  0.37
P1 1.516 -1.178 -7.075  -0.38
P2 -2.164 -0.533 -6.785  -0.14
N1 2.896 -0.092 -7.437  0.46
N2 2.017 -2.384 -8.260  0.60
N3 -2.199 1.211 -7.196  0.30
N4 -3.746 -0.923 -7.550  0.27
C10 0.339 -0.309 -8.197  -0.69
C11 -1.051 -0.974 -8.220  -1.23
C12 3.733 0.403 -6.437  -0.44
C13 4.658 1.270 -6.989  -0.81
C14 4.417 1.289 -8.398  -0.68
C15 3.315 0.475 -8.641  -0.13
C16 2.266 -3.716 -7.874  -0.38
C17 2.675 -4.426 -9.009  -0.62
C18 2.705 -3.506 -10.099  -0.79
C19 2.238 -2.286 -9.632  -0.07
C20 -1.725 2.115 -6.227  0.71
C21 -1.821 3.402 -6.714  -0.71
C22 -2.267 3.305 -8.068  -1.15
C23 -2.402 1.952 -8.361  -0.39
C24 -4.500 -0.257 -8.522  -0.33
C25 -5.412 -1.140 -9.085  -0.74
C26 -5.282 -2.382 -8.390  -0.57
C27 -4.266 -2.233 -7.461  -0.37
H16 0.724 -0.237 -9.227  0.36
H17 0.303 0.717 -7.801  0.54
H18 -1.542 -0.698 -9.174  0.52
H19 -0.986 -2.078 -8.172  0.68
H20 3.590 0.092 -5.418  0.60
H21 5.416 1.827 -6.449  0.41
H22 4.986 1.815 -9.150  0.45
H23 2.794 0.273 -9.563  0.20
H24 2.112 -4.013 -6.838  0.33
H25 2.901 -5.479 -9.035  0.44
H26 3.042 -3.700 -11.099  0.45
H27 2.001 -1.385 -10.171  0.28
H28 -1.320 1.744 -5.303  -0.71
H29 -1.596 4.295 -6.147  0.46
H30 -2.470 4.125 -8.732  0.48
H31 -2.616 1.477 -9.304  0.74
H32 -4.359 0.789 -8.725  0.67
H33 -6.073 -0.908 -9.904  0.44
H34 -5.876 -3.271 -8.559  0.43
H35 -3.858 -2.926 -6.735  0.32
F1 0.601 0.173 5.738  -0.22
C28 0.078 -0.159 4.539  0.51
C29 -0.251 0.813 3.597  0.12
F2 0.052 2.106 3.841  -0.25
C30 -0.955 0.471 2.442  0.37
F3 -1.564 1.505 1.776  -0.39
C31 -1.149 -0.861 2.036  0.11
S1 -1.864 -1.326 0.446  -0.21
C32 -0.696 -1.824 2.949  0.38
F4 -0.714 -3.126 2.584  -0.29
C33 -0.180 -1.485 4.202  0.25
F5 0.083 -2.451 5.102  -0.24

Its net charge is +2. The LUMO energy is -8.8 eV. The value obtained for the HOMO energy is -11.899 eV. As for the HOMO-LUMO gap: 3.08 eV. The value obtained for the relative energy (zero: lowest compared OMol25 entry of this formula, charge and spin) is 0.0 kJ/mol.